[1]
Here is a 6-piece molecular cluster, C5H24N2O5 overall from the Open Molecules 2025 dataset. Energies are from the ωB97M-V functional and the def2-TZVPD basis.

Summary:
- 2S+1 = 1
- gap between HOMO and LUMO (eV) = 9.46
- energy above the lowest of the compared OMol25 structures with the same formula, charge and spin (eV) = 0.000
- structure (SMILES) = CC(C)CNCN.O.O.O.O.O
- E_HOMO (eV) = -8.95
- electronic energy (Eh) = -690.631834
- largest force on an atom (eV/Å) = 0.93

Element x y z (Å)
C: -1.122 0.045 0.564
C: -1.746 0.131 -0.824
C: -3.224 0.467 -0.713
C: -1.033 1.170 -1.685
N: 0.153 -0.684 0.554
C: 0.544 -1.213 1.889
N: 0.113 -2.549 2.170
H: -0.943 1.040 0.958
H: -1.834 -0.435 1.241
H: -1.635 -0.832 -1.319
H: -3.774 -0.297 -0.190
H: -3.369 1.396 -0.188
H: -3.687 0.601 -1.701
H: -1.138 2.160 -1.252
H: -1.424 1.194 -2.705
H: 0.036 0.979 -1.766
H: 0.073 -1.480 -0.069
H: 0.151 -0.516 2.620
H: 1.639 -1.189 1.939
H: -0.883 -2.616 2.302
H: 0.391 -3.194 1.434
H: 1.960 -0.774 -1.781
H: 1.326 -1.206 -3.136
O: 1.789 -1.552 -2.352
H: 1.323 3.398 3.285
H: 1.229 3.037 1.786
O: 0.786 2.897 2.652
H: 1.747 3.637 -0.449
H: 2.244 2.221 -0.084
O: 2.196 3.148 0.243
H: 0.194 -3.980 -0.916
H: 0.923 -2.647 -1.254
O: 0.372 -3.100 -0.583
H: 1.400 0.113 -0.024
H: 3.006 0.161 -0.079
O: 2.216 0.468 -0.569

=====

[2]
Here is a 7-piece molecular cluster, C5H24N2O7 overall in a non-equilibrium geometry from the Open Molecules 2025 dataset. Energies are from the ωB97M-V functional and the def2-TZVPD basis.

Summary:
- 2S+1 = 1
- gap between HOMO and LUMO (eV) = 8.87
- energy above the lowest of the compared OMol25 structures with the same formula, charge and spin (eV) = 5.108
- structure (SMILES) = CNCCN(C)C=O.O.O.O.O.O.O
- E_HOMO (eV) = -8.85
- electronic energy (Eh) = -840.959907
- largest force on an atom (eV/Å) = 5.50

Element x y z (Å)
C: 2.893 -0.072 0.153
N: 2.101 -1.198 0.150
C: 1.362 -1.436 -1.136
C: 1.730 -2.012 1.378
C: 0.295 -1.801 2.144
N: 0.165 -0.437 2.528
C: 0.083 0.472 1.448
O: 3.611 0.042 1.080
H: 2.961 0.477 -0.884
H: 1.027 -2.392 -1.263
H: 0.573 -0.856 -1.387
H: 2.149 -1.564 -1.980
H: 2.035 -3.012 1.006
H: 2.361 -1.567 2.212
H: -0.484 -2.190 1.391
H: 0.240 -2.549 2.959
H: 1.110 -0.239 2.874
H: 0.112 -0.043 0.460
H: -0.790 1.190 1.468
H: 0.989 1.126 1.303
H: -0.956 1.708 -3.110
H: 0.411 1.279 -2.908
O: -0.134 1.403 -3.684
H: -0.125 3.792 0.594
H: -0.049 4.198 -1.010
O: 0.037 3.490 -0.391
H: -2.953 1.166 0.699
H: -4.339 0.713 0.532
O: -3.556 1.132 -0.010
H: -1.899 -1.387 3.751
H: -2.173 -0.935 2.432
O: -2.445 -1.618 2.997
H: -0.235 -0.445 -3.697
H: 0.342 -1.848 -3.867
O: -0.193 -1.324 -3.404
H: -2.797 2.281 -1.824
H: -1.605 2.162 -1.059
O: -1.853 2.293 -1.945

=====

[3]
Here is a 8-piece molecular cluster, C5H24NO8 overall in a non-equilibrium geometry from the Open Molecules 2025 dataset. Energies are from the ωB97M-V functional and the def2-TZVPD basis.

Summary:
- 2S+1 = 1
- gap between HOMO and LUMO (eV) = 8.66
- energy above the lowest of the compared OMol25 structures with the same formula, charge and spin (eV) = 0.523
- E_HOMO (eV) = -5.61
- electronic energy (Eh) = -861.622399
- largest force on an atom (eV/Å) = 2.90
- charge = -1

Element x y z (Å)
C: 1.603 0.215 1.054
O: 1.629 0.617 -0.304
C: 0.443 1.044 1.728
C: -0.854 0.465 2.273
C: -1.735 -0.054 1.129
C: -2.710 0.746 0.697
N: -1.392 -1.331 0.636
H: 2.512 0.518 1.612
H: 1.524 -0.866 1.110
H: 0.142 1.762 1.035
H: 0.829 1.612 2.605
H: -0.682 -0.274 3.082
H: -1.423 1.182 2.879
H: -3.241 0.595 -0.244
H: -2.764 1.720 1.169
H: -0.387 -1.565 0.861
H: -1.643 -1.502 -0.332
H: -0.752 -2.520 -2.282
H: -2.087 -2.284 -2.880
O: -1.651 -2.906 -2.258
H: 0.767 -2.047 -1.451
H: 1.358 -0.558 -1.159
O: 0.996 -1.218 -1.889
H: 2.362 2.670 -2.227
H: 2.000 1.993 -1.007
O: 1.887 2.888 -1.415
H: -1.097 -3.037 3.402
H: -1.788 -2.658 2.123
O: -1.853 -3.277 2.874
H: 4.503 0.522 0.303
H: 3.286 0.312 -0.409
O: 4.325 0.360 -0.624
H: 0.056 3.008 -1.512
H: -0.485 1.639 -1.103
O: -0.771 2.494 -1.531
H: -1.163 0.632 -2.702
H: -0.416 -0.578 -2.465
O: -1.329 -0.317 -2.778

=====

[4]
Here is C5H24NO8 as an isolated structure in a non-equilibrium geometry from the Open Molecules 2025 dataset. Energies are from the ωB97M-V functional and the def2-TZVPD basis.

Summary:
- 2S+1 = 1
- gap between HOMO and LUMO (eV) = 9.45
- energy above the lowest of the compared OMol25 structures with the same formula, charge and spin (eV) = 1.881
- E_HOMO (eV) = -6.33
- electronic energy (Eh) = -861.572498
- largest force on an atom (eV/Å) = 4.15
- charge = -1

Element x y z (Å)
C: -0.486 -2.180 0.748
C: -1.930 -2.486 0.407
C: -1.965 -1.065 -0.282
C: -2.129 -0.989 -1.817
N: -0.562 -0.774 0.237
C: 1.190 0.079 3.425
O: 1.885 -0.902 3.238
H: 0.381 -2.631 0.117
H: -0.061 -2.256 1.808
H: -2.386 -2.428 1.422
H: -2.179 -3.418 -0.063
H: -2.688 -0.319 0.210
H: -1.565 -0.057 -2.093
H: -3.192 -0.904 -2.033
H: 0.120 -0.776 -0.511
H: 1.104 0.559 4.348
H: 0.662 0.528 2.593
H: 1.340 2.287 -1.763
H: 0.096 2.205 -0.882
O: 0.549 2.831 -1.507
H: 2.025 1.302 1.340
H: 1.659 2.771 0.919
O: 1.507 2.157 1.636
H: -2.312 1.990 -1.426
H: -2.857 1.606 -0.020
O: -3.084 1.994 -0.870
H: 3.097 1.133 -2.155
H: 2.316 -0.705 -2.244
O: 2.309 0.808 -1.684
H: 2.629 -0.646 0.902
H: 2.648 0.413 -0.544
O: 2.896 0.213 0.593
H: -0.227 2.052 1.370
H: -1.156 0.769 1.145
O: -1.160 1.736 1.278
H: -1.677 -1.851 -2.339
H: 1.158 -1.456 -2.894
O: 2.046 -1.591 -2.610

=====

[5]
Here is a 6-piece molecular cluster, C5H25N2O5 overall in a non-equilibrium geometry from the Open Molecules 2025 dataset. Energies are from the ωB97M-V functional and the def2-TZVPD basis.

Summary:
- 2S+1 = 1
- gap between HOMO and LUMO (eV) = 9.31
- energy above the lowest of the compared OMol25 structures with the same formula, charge and spin (eV) = 6.047
- E_HOMO (eV) = -11.95
- electronic energy (Eh) = -690.821348
- largest force on an atom (eV/Å) = 7.99
- charge = +1

Element x y z (Å)
C: -0.580 -0.205 -0.385
N: -0.311 1.263 -0.372
C: 0.304 1.752 -1.498
C: 0.227 3.293 -1.577
C: -1.848 -0.416 0.400
N: -1.454 -1.296 1.658
C: -2.670 -2.192 2.114
H: -0.903 -0.399 -1.421
H: 0.373 -0.724 -0.041
H: -0.215 1.606 0.532
H: 1.315 1.410 -1.659
H: -0.273 1.308 -2.394
H: -0.868 3.561 -1.312
H: 0.520 3.368 -2.567
H: 0.715 3.882 -0.851
H: -2.697 -0.963 0.001
H: -2.399 0.471 0.572
H: -1.193 -0.709 2.452
H: -0.669 -1.792 1.331
H: -3.038 -2.741 1.098
H: -3.424 -1.388 2.380
H: -2.384 -2.804 2.960
H: 1.902 -1.980 -0.136
H: 1.957 -3.419 0.522
O: 1.460 -2.623 0.476
H: 3.488 -0.488 -0.918
H: 4.544 -1.346 -0.277
O: 3.766 -1.318 -0.636
H: 3.716 2.130 0.238
H: 2.363 1.964 -0.407
O: 3.103 1.449 -0.014
H: -3.184 0.365 -2.918
H: -2.361 1.062 -1.684
O: -2.985 0.686 -2.152
H: 1.364 -1.445 1.655
H: 1.472 -0.574 2.839
O: 0.869 -0.750 1.992

=====

[6]
Here is a 7-piece molecular cluster, C5H25N2O7 overall in a non-equilibrium geometry from the Open Molecules 2025 dataset. Energies are from the ωB97M-V functional and the def2-TZVPD basis.

Summary:
- 2S+1 = 1
- gap between HOMO and LUMO (eV) = 10.51
- energy above the lowest of the compared OMol25 structures with the same formula, charge and spin (eV) = 0.738
- E_HOMO (eV) = -13.10
- electronic energy (Eh) = -841.509573
- largest force on an atom (eV/Å) = 1.18
- charge = +1

Element x y z (Å)
N: 1.511 -0.998 2.056
C: 0.967 0.318 1.656
C: 1.333 0.569 0.215
N: 0.842 1.647 -0.395
C: -1.165 2.960 -0.861
C: -0.067 2.683 0.157
C: 0.802 3.858 0.589
O: 1.989 -0.284 -0.376
H: 2.482 -1.029 2.321
H: 1.051 -1.356 2.891
H: 1.420 -1.742 1.351
H: 1.302 1.079 2.345
H: -0.129 0.222 1.810
H: 0.923 1.565 -1.410
H: -1.597 1.980 -1.078
H: -0.742 3.306 -1.807
H: -1.954 3.578 -0.456
H: -0.533 2.157 0.978
H: 1.423 4.144 -0.261
H: 1.439 3.593 1.422
H: 0.201 4.746 0.803
H: -2.960 -2.150 -1.019
H: -3.476 -3.307 -0.126
O: -3.028 -2.461 -0.101
H: 0.397 -3.642 -0.081
H: -0.912 -2.713 -0.012
O: -0.113 -3.021 0.441
H: -1.743 -0.545 0.590
H: -2.006 -1.032 2.087
O: -1.832 -0.281 1.513
H: 1.453 -1.604 -2.645
H: 0.345 -1.437 -3.675
O: 0.523 -1.384 -2.723
H: 3.030 -1.772 -0.038
H: 3.344 -3.317 0.273
O: 3.263 -2.432 0.636
H: -1.934 -0.922 -2.610
H: -3.325 -0.449 -2.499
O: -2.525 -0.527 -1.959